Computed, not measured: a molecular structure, C2H3N3O3, with ωB97M-V/def2-TZVPD.

Cartesian coordinates (Å):
O  0.5078  -1.9454  -0.5162
O  1.3407  0.2521  -0.4384
O  -1.9919  -0.7167  -0.3791
N  0.3041  -0.6070  -0.9373
N  1.4666  2.1600  0.5405
N  -0.5236  0.8077  0.6739
C  0.7387  1.0005  0.4937
C  -0.8071  -0.1518  -0.1508
H  1.0114  2.6919  1.2170
H  0.4720  -2.5797  -1.2663
H  -2.5187  -0.9115  0.7629

Forces on the atoms, in the same order (eV/Å):
O 0.277 -0.284 0.361
O -0.680 -3.781 -1.293
O -1.487 -0.923 5.205
N -0.491 -0.248 -0.098
N -1.584 -4.801 0.566
N -4.353 -2.651 0.356
C 7.314 8.135 -1.976
C -0.527 0.352 0.684
H -1.010 1.710 1.457
H 0.106 1.278 0.056
H 2.435 1.212 -5.316

Computed properties:
Orbital gap = 8.100 eV
Total energy = -467.799248 Eh
Relative energy (zero: lowest compared OMol25 entry of this formula, charge and spin) = 433.40 kJ/mol
Spin multiplicity = 1
HOMO = -9.00 eV

=====

Computed, not measured: a molecular structure, C5H12Cl2Si, with ωB97M-V/def2-TZVPD.

Cartesian coordinates (Å):
Cl  -2.1081  -2.2660  0.0290
Cl  -2.7891  1.4348  0.7323
Si  -1.2544  -0.4904  -0.4567
C  0.2711  -0.3037  2.0955
C  1.4870  -0.8360  -0.0699
C  0.7944  1.4317  0.3539
C  -1.4023  -0.0794  -2.2775
C  0.3208  -0.0473  0.5355
H  -0.6199  0.3182  2.3923
H  0.0594  2.0058  0.9442
H  1.7090  1.6250  0.7540
H  -1.4791  -0.9656  -3.0431
H  0.8909  1.6326  -0.6322
H  -0.6075  0.3462  -2.7504
H  1.2590  -1.2775  -0.9986
H  1.2628  0.0009  2.3503
H  2.4133  -0.1764  -0.3024
H  -2.2744  0.6950  -2.5170
H  1.7861  -1.6648  0.6665
H  0.2812  -1.3832  2.1941

Forces on the atoms, in the same order (eV/Å):
Cl 0.154 0.206 -0.047
Cl 1.374 -1.954 -1.213
Si -0.808 2.619 1.268
C -1.235 0.372 -2.893
C 2.080 -0.527 1.455
C -4.521 -1.297 2.424
C -3.697 -1.148 -1.329
C 1.362 0.517 0.107
H 1.148 -0.995 0.769
H 0.247 0.544 -0.951
H 2.764 -0.103 1.542
H -0.592 1.078 1.916
H -0.303 1.230 -3.234
H 2.848 1.764 -0.464
H -0.242 -0.887 -1.294
H 0.345 0.703 1.022
H -1.481 -1.097 0.681
H 1.556 -1.903 0.828
H -0.161 1.008 -1.304
H -0.839 -0.131 0.718

Computed properties:
Orbital gap = 9.898 eV
Total energy = -1407.599577 Eh
Relative energy (zero: lowest compared OMol25 entry of this formula, charge and spin) = 306.93 kJ/mol
Spin multiplicity = 1
HOMO = -9.78 eV

=====

Computed, not measured: a gas-phase ion, C7H9BrN (charge +1), with ωB97M-V/def2-TZVPD.

Cartesian coordinates (Å):
Br  -0.7488  1.6241  2.6012
N  -0.2848  0.2276  0.0270
C  0.4113  1.2957  -0.3409
C  0.4304  1.6923  -1.6649
C  -0.9507  -0.5235  -0.8443
C  0.6250  -0.8879  2.1672
C  -0.2926  0.9602  -2.5968
C  -0.5507  -0.0652  1.7324
C  -0.9663  -0.1835  -2.1833
H  0.9229  1.8544  0.4296
H  -0.3367  1.2767  -3.6273
H  -1.5004  -0.5975  1.7198
H  0.9792  2.5762  -1.9470
H  0.5135  -1.1650  3.2139
H  1.5571  -0.3347  2.0682
H  -1.5257  -0.7853  -2.8824
H  -1.4841  -1.3862  -0.4712
H  0.6903  -1.8042  1.5821

Forces on the atoms, in the same order (eV/Å):
Br -0.002 -0.394 -0.145
N -0.852 -0.152 2.951
C 0.223 0.414 -0.402
C -0.026 -0.139 0.068
C -0.196 -0.166 -0.534
C 0.053 0.067 0.196
C 0.022 -0.134 0.232
C 0.768 0.176 -2.452
C 0.055 0.075 0.060
H -0.053 -0.036 0.072
H 0.036 -0.001 -0.090
H 0.079 0.208 -0.072
H 0.063 0.047 0.000
H -0.071 0.029 0.065
H 0.000 0.052 -0.013
H -0.024 -0.064 0.003
H -0.018 0.032 0.115
H -0.057 -0.014 -0.055

Computed properties:
Orbital gap = 10.420 eV
Total energy = -2900.646374 Eh
Relative energy (zero: lowest compared OMol25 entry of this formula, charge and spin) = 0.00 kJ/mol
Charge = +1
SMILES = C[C@@H](Br)[n+]1ccccc1
Spin multiplicity = 1
HOMO = -14.67 eV

=====

Computed, not measured: a single C10H14Br2F3NO2 molecule, with ωB97M-V/def2-TZVPD.

Cartesian coordinates (Å):
Br  3.9282  1.6902  -0.8301
Br  1.5768  4.1685  -0.7215
F  2.7260  0.9204  1.4627
F  3.5386  2.9074  1.5479
F  1.0318  3.1109  1.6630
O  -1.1023  -0.7308  -1.8895
O  -1.2947  1.3561  -2.6678
N  0.7669  -2.2348  0.3006
C  0.6471  1.0014  -1.3720
C  0.7147  -2.0041  1.7543
C  -0.6622  0.5629  -2.0060
C  0.4433  1.6044  0.0256
C  1.4606  2.6369  0.4543
C  -1.3795  -1.1754  -0.5615
C  2.8741  2.0588  0.7536
C  -2.8413  -1.4549  -0.4250
C  -0.5363  -2.4657  -0.2932
C  -3.6750  -0.4568  0.0227
H  -0.4137  -2.9322  -1.2699
H  -3.5308  -0.0900  1.0377
H  -1.1575  -3.1142  0.3184
H  -1.1053  -0.4624  0.2186
H  -3.2279  -2.4489  -0.6352
H  0.4601  0.7972  0.7523
H  1.0345  -1.0069  2.0504
H  1.2219  -1.4622  -0.1576
H  1.0257  1.7815  -2.0238
H  -0.5390  2.0649  0.0926
H  1.4069  0.2262  -1.3893
H  -4.4260  0.0362  -0.5841
H  1.3360  -2.7446  2.2519
H  -0.3017  -2.1402  2.1197

Forces on the atoms, in the same order (eV/Å):
Br -0.008 -0.073 0.239
Br -0.048 -0.063 -0.013
F -0.019 -0.069 -0.175
F 0.061 0.006 -0.315
F -0.064 0.020 0.256
O 0.142 0.816 0.169
O 0.596 -0.937 0.583
N -0.311 -0.159 0.505
C 0.021 0.072 -0.014
C -0.017 -0.255 -0.309
C -1.030 1.028 -0.946
C -0.009 -0.510 -0.545
C 0.054 -0.010 0.285
C 0.842 -2.526 2.526
C 0.058 0.211 0.133
C -0.762 0.939 0.173
C -0.214 0.993 -0.871
C 0.578 -0.312 -0.093
H 0.033 -0.256 -0.032
H 1.170 1.512 -0.621
H 0.288 -0.239 0.259
H 0.024 0.424 -0.264
H -0.103 0.335 -1.909
H 0.079 0.106 0.326
H 0.134 0.070 0.010
H 0.149 -0.011 -0.154
H -0.107 0.119 -0.197
H -0.015 0.255 -0.045
H -0.092 -0.277 0.172
H -1.445 -1.306 0.576
H 0.127 0.068 0.213
H -0.113 0.029 0.080

Computed properties:
Orbital gap = 8.076 eV
Total energy = -6042.172315 Eh
SMILES = C=C[C@@H](CNC)OC(=O)CC[C@](F)(Br)C(F)(F)Br
Spin multiplicity = 1
HOMO = -8.32 eV

=====

Computed, not measured: 8 unconnected molecules or ions with the total composition C8H24N8O16, with ωB97M-V/def2-TZVPD.

Cartesian coordinates (Å):
O  0.3008  0.7360  -1.8577
O  3.4760  0.4625  -2.6596
O  -0.0400  -4.1228  -5.4829
O  -2.4439  0.6969  1.5652
O  2.3520  -0.1051  6.2751
O  0.3646  -0.2238  5.4464
O  -3.3446  -2.8691  -1.3630
O  -4.0299  -4.5924  -0.2675
O  -1.0184  -0.6802  2.4025
O  2.5788  1.8236  -4.0742
O  -3.1948  0.8768  -5.3279
O  1.9079  3.2935  1.4413
O  0.0473  -2.0889  -4.7757
O  3.7123  4.3032  0.8421
O  -3.8886  1.6714  -3.4506
O  -0.1674  -1.2217  -1.0953
N  3.0479  1.5543  -2.9947
N  -1.9749  0.0706  2.4910
N  -3.2499  0.8825  -4.1151
N  2.8922  3.9677  1.6691
N  -0.3177  -3.2431  -4.6939
N  0.4147  -0.1553  -1.0442
N  -3.3473  -3.5959  -0.3945
N  1.5721  -0.0988  5.3554
C  -1.1482  -3.6186  -3.5181
C  1.2325  0.1247  0.1582
C  -2.6277  0.2258  3.8186
C  3.0755  2.6523  -1.9828
C  3.1188  4.3938  3.0791
C  -2.4720  -3.2350  0.7396
C  -2.4676  -0.1661  -3.3853
C  2.1003  0.0963  3.9676
H  2.0434  1.1706  3.7920
H  -3.5578  -0.3404  3.7607
H  -1.0234  -2.8546  -2.7593
H  3.1597  -0.1421  3.9920
H  -2.4143  0.1815  -2.3611
H  0.7619  0.9288  0.7167
H  -3.0123  -1.0970  -3.4853
H  3.4600  3.5136  3.6173
H  -0.7391  -4.5608  -3.1636
H  2.2546  0.3610  -0.1137
H  2.1762  4.7520  3.4760
H  -2.1904  -3.7306  -3.7962
H  -1.4793  -0.1692  -3.8310
H  3.6714  3.4478  -2.4156
H  -2.9649  -2.4466  1.2990
H  3.4585  2.2580  -1.0534
H  -2.3073  -4.1284  1.3290
H  3.8878  5.1554  3.0727
H  1.1821  -0.7625  0.7833
H  2.0394  2.9587  -1.8697
H  -2.8399  1.2691  4.0069
H  1.4881  -0.4951  3.3036
H  -1.9895  -0.2320  4.5660
H  -1.5257  -2.8520  0.3654

Forces on the atoms, in the same order (eV/Å):
O 0.223 -0.095 -0.054
O -0.047 0.089 0.004
O -0.090 0.023 0.009
O 0.068 -0.090 0.088
O 0.127 0.054 0.114
O 0.080 0.053 0.173
O 0.019 0.156 -0.202
O 0.038 0.090 -0.092
O -0.053 -0.039 0.071
O 0.112 -0.042 -0.061
O -0.047 -0.036 0.084
O -0.072 -0.145 0.062
O -0.054 -0.009 -0.054
O -0.069 -0.046 0.041
O -0.091 0.077 0.036
O 0.157 -0.087 -0.106
N -0.087 -0.103 0.196
N 0.047 0.340 -0.146
N 0.081 -0.149 -0.142
N 0.157 0.131 -0.060
N 0.007 0.082 -0.057
N -0.454 0.377 0.121
N -0.212 -0.311 0.095
N -0.356 -0.130 -0.427
C 0.387 -0.134 0.481
C 0.008 -0.529 0.769
C -0.133 -0.672 0.221
C -0.351 -0.220 -0.263
C 0.101 0.033 -0.085
C 0.625 0.044 0.175
C 0.014 0.829 0.051
C 0.567 0.437 0.672
H -0.384 -0.085 -0.242
H -0.025 0.150 -0.065
H -0.081 0.138 -0.099
H -0.109 -0.368 -0.118
H -0.059 -0.260 0.109
H -0.001 0.248 -0.320
H 0.090 -0.107 -0.031
H -0.046 -0.015 0.046
H -0.186 -0.098 -0.051
H -0.046 0.092 -0.284
H -0.039 -0.035 0.018
H 0.036 0.011 -0.240
H -0.027 -0.352 -0.089
H 0.049 0.083 0.167
H -0.126 -0.055 0.035
H 0.227 0.078 -0.004
H -0.190 0.032 0.131
H -0.005 0.043 0.014
H 0.130 -0.056 -0.165
H 0.034 0.140 0.015
H 0.065 0.113 -0.135
H -0.012 0.060 -0.188
H 0.135 0.175 -0.027
H -0.134 0.090 -0.191

Computed properties:
Orbital gap = 9.639 eV
Total energy = -1960.340540 Eh
Relative energy (zero: lowest compared OMol25 entry of this formula, charge and spin) = 7.46 kJ/mol
SMILES = C[N+](=O)[O-].C[N+](=O)[O-].C[N+](=O)[O-].C[N+](=O)[O-].C[N+](=O)[O-].C[N+](=O)[O-].C[N+](=O)[O-].C[N+](=O)[O-]
Spin multiplicity = 1
HOMO = -10.43 eV

=====

Computed, not measured: a gas-phase ion, C4H8NOS (charge +1), with ωB97M-V/def2-TZVPD.

Cartesian coordinates (Å):
S  1.6011  0.7488  -2.4316
O  -0.9770  -1.3881  1.1884
N  0.2114  0.1298  0.1676
C  1.9924  -0.5074  -1.3177
C  -1.8750  0.9102  1.0393
C  1.1994  -0.6933  -0.2483
C  -0.8615  -0.1276  0.8351
H  -1.7044  -1.4493  1.7590
H  1.3086  -1.5552  0.4226
H  0.4336  1.2024  0.1501
H  2.6206  -1.3320  -1.4939
H  -2.6926  0.5866  0.4697
H  2.6458  0.5671  -3.2507
H  -1.5634  1.9207  0.7533
H  -2.3390  0.9873  1.9571

Forces on the atoms, in the same order (eV/Å):
S 0.448 0.142 -0.419
O 0.944 0.829 -1.111
N -0.347 5.719 0.168
C -2.319 0.260 1.039
C 0.980 0.642 -0.777
C 2.150 -2.724 0.387
C 0.941 -0.741 0.111
H -1.995 -0.767 1.465
H 0.241 0.203 -0.602
H -0.670 -2.462 -0.580
H 1.194 -0.426 -0.573
H -1.295 -0.213 -1.551
H 0.003 0.114 0.031
H 0.052 -0.448 -0.185
H -0.328 -0.128 2.595

Computed properties:
Orbital gap = 8.545 eV
Total energy = -685.109862 Eh
Relative energy (zero: lowest compared OMol25 entry of this formula, charge and spin) = 44.25 kJ/mol
Charge = +1
SMILES = C/C(O)=[NH+]/C=C\S
Spin multiplicity = 1
HOMO = -12.66 eV

=====

Ordered max |F| results: 11.12 5.29 3.08 3.67 0.98 5.73; unit eV/Å.